The following is a DFT calculation (wB97M-V/def2-TZVPD) of a structure of composition C52H63AsBMnN9O2P.

The geometry in XYZ format:
```
130
Properties=species:S:1:pos:R:3:forces:R:3:lowdin_charge:R:1
Mn 0.187 1.063 0.745 -0.2 -0.2 0.0 0.4548
C 6.374 0.923 0.240 0.0 0.0 0.0 -0.0678
C 5.522 0.823 1.507 0.0 0.0 0.0 -0.3832
C 6.395 0.546 2.728 0.0 0.0 0.0 -0.0794
C 4.689 2.060 1.685 0.1 0.0 0.0 -0.3021
C 4.999 3.217 2.419 0.0 0.0 0.0 -0.0242
C 3.948 4.067 2.154 0.0 -0.1 0.0 -0.0903
N 3.089 3.444 1.329 -0.1 0.0 0.0 -0.0208
N 3.537 2.203 1.038 -0.1 0.0 0.0 0.1248
B 1.780 4.126 0.820 0.0 0.0 0.0 -0.5337
N 0.621 4.001 1.837 0.0 0.0 -0.2 -0.0227
C 0.381 4.940 2.762 0.0 0.1 0.0 -0.0906
C -0.640 4.505 3.571 0.0 0.0 0.0 -0.0181
C -0.984 3.245 3.065 -0.2 0.0 -0.1 -0.2728
N -0.229 2.950 1.999 0.3 -0.2 0.2 0.0899
C -2.049 2.369 3.666 0.0 0.0 0.0 -0.3629
C -3.129 1.936 2.680 0.0 0.0 -0.1 -0.0666
C -1.426 1.169 4.381 0.0 0.0 0.0 -0.0632
N 1.400 3.659 -0.577 -0.2 0.1 0.0 -0.0208
C 1.551 4.373 -1.703 0.1 0.0 0.0 -0.0696
C 1.229 3.575 -2.775 0.1 0.0 0.0 -0.0058
C 0.880 2.343 -2.200 0.0 0.0 -0.1 -0.2755
N 0.958 2.417 -0.873 0.2 -0.1 0.0 0.0740
C 0.584 1.051 -2.893 0.0 0.1 0.0 -0.3818
C 1.885 0.418 -3.398 0.0 0.0 0.0 -0.0477
C -0.408 1.227 -4.038 0.1 0.0 0.0 -0.0524
H 6.942 0.005 0.073 0.0 0.0 0.0 0.0713
H 5.748 1.109 -0.633 0.0 0.0 0.0 0.0731
H 7.081 1.751 0.326 0.0 0.0 0.0 0.0806
H 4.835 -0.019 1.385 -0.1 0.0 0.0 0.1069
H 7.149 1.326 2.852 0.0 0.0 0.0 0.0733
H 5.798 0.506 3.640 0.0 0.0 0.0 0.0798
H 6.920 -0.405 2.618 0.0 0.0 0.0 0.0731
H 5.857 3.410 3.039 0.0 0.0 0.0 0.0906
H 3.754 5.073 2.485 0.0 0.0 0.0 0.1116
H 2.035 5.305 0.754 0.0 0.0 0.0 0.1143
H 0.947 5.856 2.767 0.0 0.0 0.0 0.1111
H -1.094 5.015 4.403 0.0 0.0 0.0 0.0962
H -2.521 3.003 4.424 0.0 0.0 0.0 0.1252
H -2.723 1.247 1.938 0.0 0.0 -0.1 0.0319
H -3.938 1.422 3.203 0.0 0.0 0.0 0.0801
H -3.555 2.791 2.151 0.0 0.0 0.0 0.0835
H -0.894 0.536 3.671 0.0 0.0 0.0 0.0459
H -0.717 1.494 5.146 0.0 0.0 0.0 0.0797
H -2.200 0.565 4.858 0.0 0.0 0.0 0.0735
H 1.895 5.392 -1.656 0.0 0.0 0.0 0.1160
H 1.245 3.840 -3.817 0.0 0.0 0.0 0.0991
H 0.149 0.395 -2.135 0.0 0.0 0.1 0.0742
H 2.340 1.042 -4.170 0.0 0.0 0.0 0.0847
H 2.614 0.308 -2.592 0.0 0.0 0.0 0.0657
H 1.692 -0.567 -3.829 0.0 0.0 0.0 0.0520
H -0.053 1.985 -4.740 0.0 0.0 0.0 0.0765
H -0.531 0.294 -4.592 0.0 0.0 0.0 0.0714
H -1.378 1.535 -3.663 -0.2 0.1 0.1 0.0764
C 1.793 -1.433 4.603 0.0 0.0 0.0 -0.0274
O 2.390 -1.654 3.316 0.0 0.1 -0.1 -0.0228
C 1.914 -0.857 2.352 -0.1 0.0 0.0 -0.5802
O 1.096 0.025 2.546 0.1 -0.1 0.0 0.0164
N 2.456 -1.155 1.149 0.1 0.0 0.0 0.0321
N 2.146 -0.314 0.077 0.1 0.2 0.1 0.0443
H 2.324 -2.093 5.283 0.0 0.0 0.0 0.0920
H 0.733 -1.686 4.569 0.0 0.0 0.0 0.0801
H 1.911 -0.393 4.901 0.0 0.0 0.0 0.0967
H 3.238 -1.792 1.110 0.0 0.1 0.0 0.1492
H 2.113 -0.839 -0.786 -0.1 0.0 0.1 0.0749
H 2.773 0.497 0.040 0.0 -0.1 0.0 0.0552
C -0.800 -2.179 -1.118 0.0 0.0 0.1 -0.3915
C -1.153 -1.961 -2.575 0.0 -0.1 0.1 -0.4298
As -0.710 -3.446 -3.793 0.0 -0.1 -0.1 1.2861
C -1.817 -4.865 -3.039 0.1 0.0 0.0 -0.4272
C -1.452 -6.195 -3.249 -0.1 0.0 0.0 -0.1455
C -2.255 -7.229 -2.793 0.0 0.0 0.0 -0.1017
C -3.438 -6.945 -2.121 0.0 0.0 0.0 -0.1030
C -3.809 -5.626 -1.913 0.0 0.0 0.0 -0.0800
C -3.005 -4.589 -2.372 0.0 -0.1 0.1 -0.1048
C 1.009 -3.923 -2.975 0.0 0.0 0.0 -0.4131
C 1.149 -4.703 -1.829 0.0 0.0 0.0 -0.1195
C 2.393 -4.878 -1.241 0.0 0.0 0.0 -0.0914
C 3.518 -4.268 -1.786 0.0 0.0 0.0 -0.1091
C 3.392 -3.494 -2.930 0.0 0.0 0.0 -0.0998
C 2.144 -3.333 -3.523 0.0 0.0 0.0 -0.1490
P -1.351 -0.743 0.027 0.1 0.2 0.1 0.9582
C -3.038 -0.471 -0.377 -0.1 -0.2 0.0 -0.3845
C -3.582 0.786 -0.830 0.1 0.0 0.0 -0.2868
C -4.917 0.920 -1.106 -0.2 -0.1 0.0 -0.0851
C -5.812 -0.188 -1.015 0.1 0.1 0.0 -0.1456
C -5.309 -1.420 -0.606 0.0 0.0 0.0 -0.1674
C -3.973 -1.574 -0.293 0.0 0.0 -0.1 -0.1671
C -1.402 -1.818 1.548 0.1 0.0 -0.1 -0.3357
C -2.421 -1.641 2.480 0.0 0.0 0.0 -0.1042
C -2.468 -2.398 3.642 0.0 0.0 0.0 -0.0892
C -1.491 -3.351 3.901 0.0 0.0 0.0 -0.1169
C -0.474 -3.549 2.978 0.0 0.0 0.0 -0.1109
C -0.438 -2.794 1.811 0.0 0.0 0.0 -0.1149
H 0.284 -2.279 -1.012 0.0 0.0 0.0 0.0414
H -1.242 -3.111 -0.751 0.0 0.0 0.0 0.0636
H -0.616 -1.116 -3.001 -0.1 0.0 0.0 0.0069
H -2.217 -1.736 -2.691 0.0 0.0 0.0 0.0654
H -0.528 -6.426 -3.769 0.0 0.0 0.0 0.0969
H -1.957 -8.257 -2.961 0.0 0.0 0.0 0.0952
H -4.064 -7.751 -1.758 0.0 0.0 0.0 0.0947
H -4.723 -5.390 -1.383 0.0 0.0 0.0 0.1030
H -3.314 -3.570 -2.177 0.0 0.1 0.0 0.0800
H 0.278 -5.167 -1.381 0.0 0.0 0.0 0.1013
H 2.482 -5.482 -0.346 0.0 0.0 0.0 0.0996
H 4.488 -4.403 -1.324 0.0 0.0 0.0 0.0946
H 4.263 -3.021 -3.367 0.0 0.0 0.0 0.0985
H 2.052 -2.729 -4.420 0.0 -0.1 0.0 0.0804
H -1.901 1.794 -0.295 -0.2 0.0 0.1 0.0406
H -5.305 1.888 -1.395 0.0 -0.1 0.1 0.0801
H -6.860 -0.060 -1.254 0.0 0.0 0.0 0.0653
H -5.975 -2.273 -0.523 0.0 0.0 0.0 0.0814
H -3.616 -2.541 0.043 0.0 0.0 0.0 0.0824
H -3.194 -0.912 2.269 0.0 0.0 0.0 0.0925
H -3.279 -2.250 4.345 0.0 0.0 0.0 0.0991
H -1.531 -3.946 4.806 0.0 0.0 0.0 0.0925
H 0.294 -4.292 3.163 0.0 0.0 0.0 0.1002
H 0.361 -2.972 1.100 0.0 0.0 0.0 0.0877
N -2.675 1.855 -0.959 0.1 0.1 0.1 0.0707
C -2.903 3.123 -1.463 0.0 -0.2 0.0 -0.2519
C -2.184 4.202 -0.931 0.1 0.0 -0.1 -0.0288
C -2.294 5.467 -1.479 0.0 0.0 0.0 -0.1027
C -3.139 5.705 -2.556 0.0 0.0 0.0 -0.1285
C -3.863 4.643 -3.080 0.0 0.0 0.0 -0.1065
C -3.749 3.366 -2.552 0.0 0.0 -0.1 -0.0509
H -1.522 4.023 -0.093 0.0 0.0 0.1 0.0903
H -1.713 6.277 -1.052 0.0 0.0 0.0 0.0967
H -3.234 6.698 -2.976 0.0 0.0 0.0 0.0848
H -4.522 4.803 -3.926 0.0 0.0 0.0 0.0936
H -4.300 2.545 -2.989 0.1 0.1 -0.1 0.0992
```
Positions in Å, forces in eV/Å.

Output
charge = -1
total energy = -174579.945 eV
spin multiplicity = 6
HOMO energy (alpha / beta) = -0.905 / -1.620 eV
LUMO level (alpha / beta) = 2.085 / 2.081 eV



The following is a DFT calculation (wB97M-V/def2-TZVPD) of a cluster of 3 separate species, C32H52F18N9O4P2 in total at a distorted geometry.

The geometry in XYZ format:
```
117
Properties=species:S:1:pos:R:3:forces:R:3:lowdin_charge:R:1
N -1.717 1.197 -4.323 0.4 1.1 1.6 0.1699
C -1.828 2.106 -3.206 0.0 -0.4 -1.8 -0.2399
N -1.429 3.469 -3.368 -0.5 -1.5 0.3 0.0512
C -0.116 3.580 -4.095 -0.4 1.2 -0.5 -0.1509
C 0.596 4.922 -3.644 0.1 -1.0 -0.2 -0.0289
C 1.567 4.663 -2.446 -1.3 1.5 0.4 -0.3594
F 1.208 3.523 -1.733 0.7 0.9 -0.9 0.0848
F 1.370 5.716 -1.552 0.5 -1.1 -0.9 0.0859
C 3.102 4.700 -2.801 0.5 1.0 1.0 -0.2932
F 3.397 5.851 -3.507 -0.7 -1.4 0.4 0.1360
F 3.769 4.847 -1.603 -0.5 -0.9 -1.4 0.1384
C 3.612 3.477 -3.634 0.0 -1.5 -0.2 -0.2551
F 2.880 3.344 -4.807 0.5 0.6 1.3 0.1194
F 3.384 2.296 -2.944 0.3 1.5 -0.3 0.1207
C 5.126 3.525 -4.070 0.5 1.1 -1.2 -0.2782
F 5.965 4.092 -3.159 -1.1 -0.8 -0.4 0.1628
F 5.172 4.343 -5.188 -0.3 -0.9 1.2 0.1261
C 5.730 2.130 -4.526 1.0 0.0 -1.4 -0.2680
F 6.646 2.424 -5.518 -0.8 -0.3 1.3 0.1346
F 4.802 1.317 -5.137 0.6 0.9 1.2 0.1344
C 6.550 1.370 -3.413 1.0 -0.6 0.9 -0.2741
F 5.943 1.390 -2.176 0.1 0.1 -1.4 0.1301
F 7.785 1.946 -3.235 -1.7 -0.2 -0.6 0.1424
C 6.837 -0.163 -3.757 1.6 0.0 0.3 -0.2766
F 7.009 -0.383 -5.094 -0.8 0.4 1.4 0.1511
F 8.059 -0.456 -3.183 -1.5 0.2 -0.4 0.1317
C 5.813 -1.175 -3.115 -0.2 -2.4 -0.6 -0.4582
F 4.510 -0.873 -3.361 1.4 0.2 0.6 0.1479
F 6.034 -2.387 -3.733 -0.2 1.3 0.5 0.1309
F 6.040 -1.406 -1.799 -0.6 1.0 -1.4 0.1632
N -2.298 1.637 -2.079 0.7 1.5 -1.3 0.0006
C -2.400 2.515 -0.892 -0.1 0.8 1.4 -0.0438
C -3.699 3.394 -0.834 0.0 0.1 0.8 -0.1326
F -3.450 4.731 -1.222 -0.1 -1.4 -0.1 -0.0620
O -2.637 0.314 -2.084 0.0 0.2 1.0 0.0529
C -3.940 0.117 -1.463 -1.1 -1.3 2.7 -0.3372
O -4.935 0.484 -1.974 0.5 0.7 -0.7 0.2093
C -3.929 -0.650 -0.100 1.0 -1.5 0.0 -0.1162
C -4.152 0.016 1.170 0.4 -2.0 -0.6 -0.0348
C -4.083 -0.771 2.381 0.3 -0.5 -1.2 -0.0498
C -3.783 -2.196 2.338 -0.3 1.5 -1.7 -0.0334
C -3.589 -2.837 1.052 -0.1 1.2 0.2 -0.0495
C -3.650 -2.094 -0.184 -0.3 1.3 2.2 -0.0096
H -0.738 0.883 -4.282 -0.5 -0.6 -0.4 0.1049
H -1.852 1.733 -5.183 0.3 -0.2 0.2 0.1114
H -2.174 3.903 -3.930 0.3 0.2 0.6 0.1605
H 0.495 2.672 -3.889 -0.3 0.9 -0.3 0.1179
H -0.353 3.689 -5.188 0.6 -0.4 0.9 0.1344
H -0.156 5.680 -3.318 0.6 -0.7 -0.2 0.1425
H 1.133 5.348 -4.523 -0.2 -0.3 0.8 0.1332
H -2.322 1.915 0.053 -0.1 0.1 -1.2 0.1433
H -1.526 3.219 -0.878 -0.7 -0.8 -0.3 0.1440
H -4.002 3.463 0.246 0.2 -0.2 -1.1 0.1325
H -4.527 2.952 -1.436 0.6 0.6 0.3 0.1246
H -4.358 1.106 1.185 0.1 -0.9 0.1 0.0998
H -4.236 -0.235 3.346 0.2 -0.7 -0.8 0.0978
H -3.704 -2.773 3.279 -0.1 0.5 -0.8 0.1109
H -3.348 -3.924 1.017 -0.2 1.0 0.0 0.1133
H -3.473 -2.628 -1.141 -0.2 0.6 0.7 0.1134
O -2.019 -0.428 5.478 -2.7 1.9 -1.9 -0.3232
P -2.341 0.620 6.553 4.7 -3.5 4.3 0.7471
N -0.695 1.113 6.758 0.8 0.5 0.2 -0.3475
C 0.351 0.127 7.004 0.0 -0.4 0.0 -0.1185
C -0.257 1.978 5.665 -0.4 0.3 0.1 -0.1511
N -2.879 -0.489 7.739 -1.2 -1.0 -0.3 -0.3309
C -2.148 -0.869 8.928 -0.1 0.6 0.5 -0.1304
C -3.662 -1.623 7.261 0.3 -0.1 -0.4 -0.1459
N -2.830 1.892 7.721 -1.3 1.6 -1.8 -0.2902
C -3.927 2.709 7.184 -0.4 -0.2 0.3 -0.1504
C -1.925 2.743 8.482 0.6 0.2 -0.2 -0.1305
H 1.314 0.626 7.139 -0.1 0.2 -0.1 0.0850
H 0.455 -0.595 6.187 0.0 0.0 0.0 0.0839
H 0.181 -0.420 7.928 -0.2 0.0 -0.1 0.0569
H -0.997 2.765 5.478 0.0 0.0 0.0 0.0703
H -0.122 1.417 4.732 0.0 0.0 0.0 0.0775
H 0.682 2.478 5.917 0.0 -0.1 0.1 0.0837
H -1.424 -1.666 8.721 0.0 0.0 0.0 0.0830
H -2.835 -1.236 9.697 0.0 0.0 -0.1 0.0846
H -1.623 -0.028 9.381 0.1 0.1 -0.2 0.0689
H -3.020 -2.423 6.873 -0.1 -0.1 -0.1 0.0788
H -4.341 -1.314 6.465 0.1 -0.1 0.0 0.0641
H -4.283 -2.035 8.061 0.1 0.2 0.1 0.0819
H -3.574 3.382 6.395 -0.1 0.2 0.1 0.0718
H -4.402 3.303 7.968 0.1 0.0 0.0 0.0810
H -4.703 2.064 6.758 0.1 -0.1 0.0 0.0757
H -1.432 3.498 7.859 0.1 0.1 0.1 0.0795
H -1.163 2.169 9.003 0.0 -0.1 -0.3 0.0710
H -2.488 3.269 9.260 -0.4 -0.1 -0.3 0.0915
O -0.266 -4.258 -0.764 -2.5 2.8 -0.5 -0.3058
P 0.126 -3.884 -2.197 5.4 -5.2 0.8 0.7410
N 0.021 -5.506 -2.786 0.0 -0.7 -0.7 -0.3435
C 0.721 -6.590 -2.107 0.3 0.0 0.4 -0.1150
C -1.370 -5.914 -2.983 0.0 0.4 -0.3 -0.1441
N 1.722 -3.386 -1.835 0.2 1.2 0.9 -0.3260
C 2.925 -4.127 -2.147 0.1 0.1 -0.8 -0.1207
C 1.906 -2.652 -0.586 -0.3 -0.3 0.3 -0.1401
N 0.469 -3.340 -3.868 -2.3 1.5 -0.3 -0.2936
C -0.412 -2.226 -4.214 0.3 0.4 -0.1 -0.1715
C 0.669 -4.188 -5.035 -0.4 -0.6 -0.1 -0.1251
H 0.564 -7.532 -2.641 -0.2 0.1 -0.1 0.0867
H 0.389 -6.729 -1.072 0.0 0.0 0.0 0.0858
H 1.798 -6.439 -2.106 0.0 0.2 0.1 0.0570
H -1.922 -5.143 -3.534 0.0 0.0 0.0 0.0701
H -1.884 -6.077 -2.029 0.0 0.0 0.0 0.0803
H -1.426 -6.830 -3.576 0.1 0.0 0.0 0.0855
H 3.143 -4.884 -1.385 0.0 0.0 0.0 0.0870
H 3.785 -3.453 -2.200 -0.1 0.0 0.1 0.0646
H 2.874 -4.615 -3.120 -0.2 0.0 0.0 0.0735
H 1.972 -3.328 0.274 0.0 0.1 0.1 0.0832
H 1.076 -1.965 -0.417 0.0 -0.1 0.1 0.0659
H 2.816 -2.045 -0.620 0.1 -0.1 -0.2 0.0751
H -1.438 -2.567 -4.387 -0.1 0.2 -0.2 0.0779
H -0.058 -1.699 -5.106 0.0 -0.1 0.0 0.0757
H -0.431 -1.493 -3.397 0.0 -0.1 0.1 0.0570
H -0.259 -4.661 -5.377 0.1 -0.1 -0.1 0.0810
H 1.409 -4.964 -4.856 -0.2 0.0 0.2 0.0737
H 1.061 -3.586 -5.861 -0.2 0.3 0.2 0.0895
```
Positions in Å, forces in eV/Å.

Output
energy above the lowest of the compared OMol25 structures with the same formula, charge and spin = 0.00 kJ/mol
charge = +1
total energy = -123105.075 eV
HOMO energy = -9.532 eV
LUMO level = -3.771 eV



Q: What is the total energy in the second record?
A: -123105.075 eV



Q: Which of these has the highest charge?
A: C32H52F18N9O4P2



Q: total energy of number 2 (C32H52F18N9O4P2)?
A: -123105.075 eV